Model w:
{"formula": "C4H6", "method": "the ωB97M-V functional and the def2-TZVPD basis", "species": ["C", "C", "C", "C", "H", "H", "H", "H", "H", "H"], "coordinates": [[0.094, -0.063, 0.616], [1.914, 0.030, -0.096], [-0.982, -0.778, -0.025], [-0.923, 0.788, 0.035], [2.335, 1.005, -0.244], [2.680, -0.752, 0.162], [-0.949, -1.350, -0.886], [-1.815, -1.358, 0.619], [-1.528, 1.241, 0.662], [-0.826, 1.237, -0.843]], "orbital_gap_ev": [8.75, 8.74], "total_charge": 0, "spin_multiplicity": 1}

=====

Model x:
{"formula": "C4H6", "method": "the ωB97M-V functional and the def2-TZVPD basis", "species": ["C", "C", "C", "C", "H", "H", "H", "H", "H", "H"], "coordinates": [[0.460, 0.197, 1.270], [-0.379, -0.157, 0.363], [1.352, 0.827, 0.271], [-1.162, -0.663, -0.752], [0.372, 0.358, 2.342], [1.370, 1.963, 0.152], [2.026, 0.112, -0.397], [-0.658, -1.512, -1.300], [-1.381, -0.093, -1.604], [-2.000, -1.032, -0.347]], "orbital_gap_ev": 8.62, "total_charge": 0, "spin_multiplicity": 1}

=====

Which of them is least stable? Easy: model w.

=====

Model w:
{"formula": "C4H6", "method": "the ωB97M-V functional and the def2-TZVPD basis", "species": ["C", "C", "C", "C", "H", "H", "H", "H", "H", "H"], "coordinates": [[1.026, 1.051, 0.504], [-0.388, 1.001, 0.104], [-0.900, -0.035, -0.654], [-0.548, -1.275, -0.206], [1.434, 2.045, 0.745], [0.143, 0.493, 1.227], [1.712, 0.464, -0.073], [-1.580, 0.012, -1.567], [-0.918, -2.169, -0.839], [0.020, -1.588, 0.759]], "orbital_gap_ev": 7.85, "total_charge": 0, "spin_multiplicity": 1}

=====

Model x:
{"formula": "C4H6", "method": "the ωB97M-V functional and the def2-TZVPD basis", "species": ["C", "C", "C", "C", "H", "H", "H", "H", "H", "H"], "coordinates": [[-1.172, -0.518, -0.579], [0.054, -0.825, 0.192], [0.741, -0.132, 1.100], [1.230, 0.791, 0.148], [-2.044, -0.113, -0.116], [-1.694, -1.398, -0.769], [-1.012, 0.106, -1.433], [1.317, -0.123, 2.060], [2.126, 0.708, -0.433], [0.455, 1.503, -0.171]], "orbital_gap_ev": 8.33, "total_charge": 0, "spin_multiplicity": 1}

=====

Which of them is least stable? Easy: model w.

=====

Model w:
{"formula": "C4H6", "method": "the ωB97M-V functional and the def2-TZVPD basis", "species": ["C", "C", "C", "C", "H", "H", "H", "H", "H", "H"], "coordinates": [[0.868, 0.994, -0.818], [0.840, 0.223, 0.242], [-0.401, -0.342, 0.777], [-1.325, -0.812, -0.062], [-0.061, 1.237, -1.366], [1.927, 1.219, -1.223], [1.782, -0.256, 0.565], [-0.324, -0.478, 1.905], [-2.171, -1.182, 0.459], [-1.050, -0.916, -1.167]], "orbital_gap_ev": 10.49, "total_charge": 0, "smiles": "C=CC=C", "spin_multiplicity": 1}

=====

Model x:
{"formula": "C4H6", "method": "the ωB97M-V functional and the def2-TZVPD basis", "species": ["C", "C", "C", "C", "H", "H", "H", "H", "H", "H"], "coordinates": [[-0.980, 0.219, 0.490], [0.188, 0.110, -0.627], [1.634, 0.269, -0.169], [1.269, -0.940, -0.554], [-0.663, 0.171, 1.567], [-1.554, -0.607, 0.426], [-1.585, 1.011, 0.264], [-0.271, 0.374, -1.510], [2.362, 1.031, 0.174], [1.335, -2.008, -0.643]], "orbital_gap_ev": 10.58, "total_charge": 0, "smiles": "CC1C=C1", "spin_multiplicity": 1}

=====

Which of them is least stable? Easy: model x.

=====

Model w:
{"formula": "C4H6", "method": "the ωB97M-V functional and the def2-TZVPD basis", "species": ["C", "C", "C", "C", "H", "H", "H", "H", "H", "H"], "coordinates": [[0.103, 1.659, -0.074], [0.779, 0.570, -0.863], [0.486, -0.567, -0.554], [-0.176, -1.642, 0.150], [-0.529, 2.266, -0.717], [0.833, 2.264, 0.456], [-0.554, 1.193, 0.679], [0.061, -1.565, 1.219], [0.125, -2.613, -0.224], [-1.261, -1.520, 0.032]], "orbital_gap_ev": 10.26, "total_charge": 0, "smiles": "CC#CC", "spin_multiplicity": 1}

=====

Model x:
{"formula": "C4H6", "method": "the ωB97M-V functional and the def2-TZVPD basis", "species": ["C", "C", "C", "C", "H", "H", "H", "H", "H", "H"], "coordinates": [[-1.897, -0.108, -0.024], [-0.610, 0.307, -0.122], [0.604, -0.429, -0.034], [1.839, 0.052, 0.041], [-2.718, 0.663, 0.194], [-2.254, -1.151, 0.279], [-0.365, 1.422, -0.149], [0.427, -1.465, -0.274], [2.148, 1.140, 0.109], [2.827, -0.430, -0.021]], "orbital_gap_ev": 9.73, "total_charge": 0, "smiles": "C=CC=C", "spin_multiplicity": 1}

=====

Which of them is least stable? Easy: model w.